1.
{
  "formula": "C4H4N3",
  "method": "ωB97M-V/def2-TZVPD",
  "orbital_gap_ev": 8.73,
  "relative_energy_kcal_mol": 108.3,
  "charge": 1,
  "homo_ha": -0.585,
  "max_force_ha_per_bohr": 0.1711,
  "smiles": "N#CN=C=[N+]1CC1",
  "species": ["N", "N", "N", "C", "C", "C", "C", "H", "H", "H", "H"],
  "coordinates": [[-0.318171, -0.227606, 0.243019], [1.949936, -0.532118, 0.628049], [3.945206, 0.473040, -0.196932], [-1.164203, 0.132865, -0.859339], [2.982389, 0.190835, 0.234998], [0.900608, -0.584159, 0.081830], [-1.734153, 0.025517, 0.656890], [-1.950560, 0.866246, 1.368259], [-1.350113, -0.552581, -1.705769], [-0.883652, 1.026227, -1.251326], [-2.377284, -0.818262, 0.800323]],
  "atomic_forces_ev_per_a": [[1.5, -1.6, -2.0], [1.9, -1.1, -1.2], [7.6, 3.0, -3.3], [-2.5, -1.8, 1.7], [-5.6, -2.7, 3.6], [-4.6, 1.7, 4.0], [0.5, 1.2, -2.3], [0.8, -0.6, -1.1], [-0.4, -0.3, 1.2], [0.4, 3.0, -0.6], [0.3, -0.8, 0.1]]
}


2.
{
  "formula": "CH4S3",
  "method": "ωB97M-V/def2-TZVPD",
  "orbital_gap_ev": [7.53, 6.65],
  "relative_energy_kcal_mol": 49.9,
  "homo_ha": [-0.340, -0.322],
  "max_force_ha_per_bohr": 0.0350,
  "species": ["S", "S", "S", "C", "H", "H", "H", "H"],
  "coordinates": [[-1.376544, 1.546138, 0.618203], [-3.376392, -1.469955, -0.249251], [0.002045, 1.761085, -0.729705], [1.171029, 3.080682, -0.142173], [-3.054310, -0.196622, -0.778389], [0.548725, 3.457628, 0.649613], [1.254215, 3.801584, -0.948048], [2.149198, 2.641627, 0.260122]],
  "atomic_forces_ev_per_a": [[0.1, 0.2, 0.2], [0.4, 1.5, -0.6], [0.7, 0.0, -0.4], [0.0, -1.4, 0.6], [-0.4, -1.5, 0.6], [0.3, 0.7, 0.5], [0.4, 0.0, 0.0], [-1.4, 0.7, -0.8]]
}


3.
{
  "formula": "C5H7N",
  "method": "ωB97M-V/def2-TZVPD",
  "orbital_gap_ev": 10.03,
  "relative_energy_kcal_mol": 101.9,
  "homo_ha": -0.324,
  "max_force_ha_per_bohr": 0.0287,
  "smiles": "C1[C@@H]2[C@@H]3CN1[C@H]23",
  "species": ["N", "C", "C", "C", "C", "C", "H", "H", "H", "H", "H", "H", "H"],
  "coordinates": [[0.295081, 0.899915, 0.582430], [-0.949554, -0.611981, -0.350561], [0.473980, -1.104000, -0.051848], [-0.779954, 1.157336, -0.351095], [1.290360, 0.142364, -0.255633], [-0.315600, -0.405405, 0.988261], [-1.641353, -1.474096, -0.482607], [2.272495, 0.158411, 0.208648], [-0.437201, 1.945004, -1.073175], [1.343165, 0.469517, -1.305460], [-1.656367, 1.579085, 0.158593], [-0.720469, -0.621854, 1.965835], [0.825420, -2.134291, -0.033382]],
  "atomic_forces_ev_per_a": [[0.2, 0.3, 0.3], [-0.1, 0.8, 0.1], [0.2, 0.1, 0.0], [-0.3, -0.8, -0.3], [0.4, 0.1, 0.0], [0.2, -0.1, 0.6], [-0.1, 1.4, -0.4], [0.0, 0.0, 0.1], [-0.6, -1.3, -0.4], [0.2, 0.1, 0.3], [0.1, -0.5, -0.1], [0.2, -0.1, 0.0], [-0.4, 0.2, -0.4]]
}


4.
{
  "formula": "C4H9BrNO",
  "method": "ωB97M-V/def2-TZVPD",
  "orbital_gap_ev": 10.49,
  "relative_energy_kcal_mol": 0.0,
  "charge": 1,
  "homo_ha": -0.536,
  "max_force_ha_per_bohr": 0.0868,
  "species": ["Br", "O", "N", "C", "C", "C", "C", "H", "H", "H", "H", "H", "H", "H", "H", "H"],
  "coordinates": [[-3.174705, -0.635093, 0.087620], [-2.296556, 1.816287, 1.145493], [-0.029148, -0.147796, 0.605861], [1.826067, 0.872273, -0.475580], [-3.265568, 1.292001, 0.805299], [1.069785, -0.336399, -0.036762], [1.377812, -1.626594, -0.602564], [1.426247, 0.981780, -1.551293], [-4.360791, 1.554241, 0.752442], [-0.778305, -0.853207, 0.899026], [-0.431240, 0.811140, 1.039175], [0.525149, -2.062176, -1.200360], [1.419171, 1.642153, 0.084186], [2.879868, 0.666441, -0.451601], [2.330332, -1.572219, -1.318934], [1.481877, -2.402834, 0.217991]],
  "atomic_forces_ev_per_a": [[-0.3, 0.7, 0.3], [1.1, 1.1, 0.6], [-2.9, 1.5, 3.0], [-1.3, -2.1, -1.9], [-2.1, -2.1, -1.1], [-1.2, 1.3, -0.7], [1.6, -2.7, -1.4], [1.0, 0.0, 1.3], [1.1, 0.2, 0.2], [1.8, 0.5, -1.1], [1.8, -2.3, -1.6], [0.7, 0.8, 0.5], [0.1, 2.1, 1.0], [0.4, 0.5, 0.0], [-2.1, -0.3, 1.9], [0.4, 0.9, -0.9]]
}